Density functional theory data (ωB97M-V/def2-TZVPD) for a structure of composition C24H36Br3F6N3OPSeSi4TeTl at a distorted geometry.

Structure (ORCA input):
```
! RIJCOSX wB97M-V def2-TZVPD def2/J DEFGRID3
* xyz -1 2
Tl 1.374 -1.627 1.081
Br 4.703 0.220 -2.435
C 4.888 -0.254 -0.582
C 6.164 -0.075 -0.048
C 6.398 -0.389 1.281
Br 8.173 -0.112 1.920
C 5.360 -0.885 2.093
C 5.523 -1.227 3.458
C 4.458 -1.711 4.203
C 3.248 -1.843 3.564
N 3.049 -1.530 2.272
C 4.068 -1.058 1.526
C 3.792 -0.749 0.173
O 2.617 -0.914 -0.314
H 6.962 0.307 -0.675
H 6.483 -1.119 3.952
H 4.570 -1.976 5.246
H 2.369 -2.214 4.080
Se -2.267 0.294 2.742
C -0.687 -0.376 2.804
N 0.469 -0.867 2.850
F 0.775 -2.744 -0.458
P 0.216 -3.646 -1.600
F -1.210 -4.270 -1.679
F 0.287 -3.758 -3.152
F -0.449 -2.250 -1.790
F 1.689 -4.030 -1.937
F 0.205 -4.826 -0.581
Br 0.546 -7.514 4.384
C 0.786 -5.878 3.468
C -0.309 -5.236 2.904
C -0.081 -4.042 2.244
N 1.138 -3.474 2.122
C 2.178 -4.128 2.683
C 2.056 -5.326 3.363
H -1.311 -5.645 2.971
H -0.896 -3.492 1.783
H 3.145 -3.646 2.567
H 2.927 -5.806 3.793
C 0.618 4.201 -1.052
Si -0.563 3.395 -2.252
C 0.509 2.549 -3.524
C -1.551 4.730 -3.103
Si -1.893 1.900 -1.194
Te -0.371 0.253 -0.131
Si -3.082 2.857 0.477
C -4.034 1.564 1.430
C -1.956 3.677 1.719
C -4.287 4.128 -0.168
Si -3.192 0.744 -2.642
C -2.150 -0.164 -3.897
C -4.383 1.859 -3.547
C -4.169 -0.569 -1.746
H 1.300 4.873 -1.611
H 1.213 3.422 -0.533
H 0.063 4.807 -0.316
H 1.199 3.294 -3.971
H -0.115 2.128 -4.330
H 1.101 1.746 -3.040
H -0.856 5.434 -3.605
H -2.151 5.285 -2.357
H -2.219 4.278 -3.860
H -3.334 0.796 1.817
H -4.793 1.093 0.782
H -4.555 2.051 2.280
H -1.227 2.936 2.107
H -2.566 4.068 2.558
H -1.425 4.524 1.252
H -5.001 3.649 -0.865
H -3.737 4.934 -0.691
H -4.847 4.565 0.684
H -1.607 0.552 -4.536
H -2.814 -0.774 -4.544
H -1.432 -0.829 -3.375
H -3.822 2.612 -4.132
H -5.047 2.367 -2.822
H -5.000 1.249 -4.239
H -3.478 -1.238 -1.195
H -4.743 -1.162 -2.488
H -4.884 -0.102 -1.048
H 1.879 0.131 1.431
*
```

Properties
- Kohn-Sham gap (spin up / spin down): 5.37 / 4.86 eV
- E_HOMO (spin up / spin down): -4.136 / -3.823 eV
- F_max: 0.162 Eh/bohr
- <S²>: 0.765

Mulliken population analysis, charges in e, atoms 1 to 4: atom 1 (Tl): 1.41, atom 2 (Br): -0.19, atom 3 (C): -0.59, atom 4 (C): -0.46